This record from OMol25 describes a cluster of 3 separate species, C3H12N2O2 in total at a distorted geometry. The level of theory is wB97M-V/def2-TZVPD.

Summary:
Max |F| (Eh/bohr): 0.089
Total charge: +1
Spin multiplicity: 2
LUMO level (alpha / beta) (eV): -4.0711 / -8.6335
HOMO energy (alpha / beta) (eV): -14.2 / -14.2

Geometry as XYZ:
```
19
Properties=species:S:1:pos:R:3:forces:R:3:mulliken_charge:R:1
C 2.414 0.421 -0.574 -1.78 0.09 -0.58 -1.171
C 0.964 0.855 -0.066 0.81 -1.98 -0.60 -0.483
N -1.894 1.048 0.499 2.84 -2.70 -0.97 -0.372
C -1.282 -0.105 -0.044 -4.34 0.47 1.36 0.152
N -0.113 -0.210 -0.497 2.34 2.95 0.19 -0.041
H 3.135 1.152 -0.274 0.44 0.16 0.83 0.368
H 2.650 -0.621 -0.309 -0.02 0.65 0.37 0.343
H 2.492 0.478 -1.664 -0.53 -0.09 0.03 0.331
H 0.888 0.962 1.032 0.25 -0.25 -0.48 0.427
H 0.564 1.777 -0.547 0.29 -0.56 -0.13 0.475
H -1.170 1.602 0.983 -1.24 0.20 -0.17 0.280
H -2.767 0.786 0.942 0.06 0.62 0.20 0.312
H -2.000 -0.962 -0.129 0.91 0.41 0.00 0.381
H -1.053 1.200 -4.371 0.51 -0.05 0.04 0.330
H 0.047 0.749 -3.390 -0.07 -0.16 0.05 0.286
O -0.089 1.150 -4.249 -0.45 0.18 -0.08 -0.618
H -1.713 -3.404 4.214 0.13 0.00 -0.06 0.329
H -0.253 -3.644 4.553 0.04 0.02 -0.07 0.331
O -0.820 -3.234 3.891 -0.18 0.02 0.08 -0.659
```
Positions in Å, forces in eV/Å.



This record from OMol25 describes a cluster of 3 separate species, C3H12N2O3 in total at a distorted geometry. The level of theory is wB97M-V/def2-TZVPD.

Summary:
Max |F| (Eh/bohr): 0.113
Total charge: 0
LUMO level (eV): -4.6592
HOMO energy (eV): -8.7

Geometry as XYZ:
```
20
Properties=species:S:1:pos:R:3:forces:R:3:mulliken_charge:R:1
N 0.820 0.925 -0.708 -0.85 -0.42 1.89 -0.604
C 0.063 0.613 0.509 3.45 2.01 -0.82 0.115
C -0.418 1.853 1.217 0.89 -0.12 2.42 -1.187
C -1.169 -0.294 0.153 -5.71 0.80 0.53 0.470
N -1.772 0.162 -1.128 0.22 -0.77 2.39 -0.438
O -2.029 -0.254 1.205 2.56 -0.55 -3.35 -0.437
H 1.118 0.080 -1.192 0.25 -1.00 -0.47 0.391
H 1.672 1.460 -0.498 -0.85 0.45 -0.09 0.282
H 0.629 -0.035 1.191 -0.34 -0.59 -0.21 0.294
H -1.086 2.406 0.585 -0.49 0.36 0.05 0.259
H -0.919 1.459 2.189 0.67 1.19 -1.60 0.350
H 0.465 2.526 1.492 -1.14 -0.96 -0.42 0.370
H -1.440 1.043 -1.450 0.43 0.50 -0.53 0.288
H -2.783 0.137 -1.052 -0.04 0.00 -0.10 0.289
H 1.766 -2.133 -2.313 -0.18 1.16 1.14 0.198
H 1.495 -1.981 -0.255 0.10 0.00 -0.41 0.400
O 1.669 -1.470 -1.578 0.06 -0.94 -1.19 -0.930
H -0.752 -1.275 -0.032 1.33 -1.20 0.13 0.298
H 1.415 -3.074 0.931 -0.02 -0.02 0.04 0.266
O 1.256 -2.149 0.734 -0.35 0.10 0.61 -0.675
```
Positions in Å, forces in eV/Å.



This record from OMol25 describes a cluster of 3 separate species, C3H12N2O3 in total at a distorted geometry. The level of theory is wB97M-V/def2-TZVPD.

Summary:
Max |F| (Eh/bohr): 0.030
Total charge: 0
LUMO level (eV): 0.3241
Structure (SMILES): NCCC(N)=O.O.O
HOMO energy (eV): -9.1

Geometry as XYZ:
```
20
Properties=species:S:1:pos:R:3:forces:R:3:mulliken_charge:R:1
C 1.431 0.258 -0.653 -0.33 1.26 -0.52 -0.385
C 1.806 0.656 0.793 -0.10 -0.88 -0.81 -0.356
C 2.964 -0.236 1.225 -0.20 1.34 0.75 0.328
N 2.850 -0.776 2.458 0.21 -0.44 0.11 -0.384
O 3.986 -0.305 0.586 0.25 -0.32 -0.57 -0.602
N -0.006 0.375 -0.911 0.83 0.07 -0.09 -0.482
H 1.820 -0.709 -0.966 -0.06 -0.24 0.44 0.356
H 1.920 0.974 -1.320 0.27 -0.11 0.04 0.199
H 0.918 0.599 1.425 0.12 -0.28 0.21 0.266
H 2.153 1.685 0.845 0.09 0.05 -0.09 0.256
H 3.613 -1.355 2.768 -0.09 -0.06 0.11 0.242
H 1.975 -0.806 2.934 -0.23 -0.06 0.20 0.197
H -0.584 0.653 -0.141 -0.29 -0.39 -0.15 0.174
H -0.339 -0.254 -1.619 -0.51 0.05 0.37 0.198
H -5.698 0.570 -4.592 0.09 0.02 0.03 0.319
H -5.605 1.436 -3.323 -0.01 -0.09 -0.13 0.320
O -6.227 1.049 -3.949 -0.08 0.07 0.10 -0.639
H -2.260 -1.634 0.764 0.26 0.25 -0.04 0.323
H -2.133 -0.708 2.026 0.07 -0.12 -0.36 0.311
O -2.584 -1.473 1.652 -0.30 -0.12 0.40 -0.641
```
Positions in Å, forces in eV/Å.



This record from OMol25 describes a cluster of 2 separate species, C3H12N2OS in total. The level of theory is wB97M-V/def2-TZVPD.

Summary:
Max |F| (Eh/bohr): 0.015
Total charge: 0
LUMO level (eV): 0.6949
Structure (SMILES): NC[C@@H](N)CS.O
HOMO energy (eV): -9.0

Geometry as XYZ:
```
19
Properties=species:S:1:pos:R:3:forces:R:3:mulliken_charge:R:1
N -0.586 1.371 -0.316 0.16 -0.05 -0.34 -0.570
C -0.535 -0.056 0.008 0.28 0.40 0.47 0.261
C -1.914 -0.655 -0.115 -0.34 -0.18 0.19 -0.782
S -3.111 0.014 1.086 -0.11 -0.54 -0.01 -0.267
C 0.470 -0.849 -0.808 0.11 -0.24 -0.74 -0.955
N 1.800 -0.262 -0.775 0.34 0.31 0.45 -0.530
H -0.823 1.500 -1.297 -0.07 0.02 0.05 0.248
H -2.528 1.196 1.185 0.18 0.52 -0.05 0.134
H 0.332 1.781 -0.186 -0.07 0.11 0.11 0.270
H -0.221 -0.089 1.058 -0.07 -0.21 -0.04 0.261
H -1.861 -1.727 0.071 -0.03 -0.03 0.00 0.353
H -2.309 -0.519 -1.120 0.05 0.06 -0.14 0.406
H 0.568 -1.860 -0.423 -0.11 -0.12 0.29 0.406
H 0.099 -0.977 -1.834 -0.15 0.15 -0.09 0.346
H 2.501 -0.878 -1.160 0.00 -0.12 0.05 0.214
H 1.890 0.618 -1.263 -0.26 -0.02 -0.15 0.171
H 1.715 0.861 2.550 0.10 -0.07 -0.03 0.308
H 2.114 0.207 1.205 0.22 -0.06 0.15 0.418
O 2.398 0.323 2.134 -0.23 0.09 -0.18 -0.692
```
Positions in Å, forces in eV/Å.



This record from OMol25 describes a cluster of 2 separate species, C3H12N2OS in total at a distorted geometry. The level of theory is wB97M-V/def2-TZVPD.

Summary:
Max |F| (Eh/bohr): 0.053
Total charge: 0
LUMO level (eV): 0.8905
Structure (SMILES): NC[C@@H](N)CS.O
HOMO energy (eV): -9.2

Geometry as XYZ:
```
19
Properties=species:S:1:pos:R:3:forces:R:3:mulliken_charge:R:1
N 0.060 -0.034 -0.582 0.99 1.03 0.82 -0.725
C -0.392 0.045 0.836 -1.89 0.10 -1.94 0.406
C -1.482 -1.020 1.064 0.68 0.03 0.16 -0.989
S -2.831 -1.133 -0.143 0.11 0.05 -0.06 -0.231
C 0.751 -0.135 1.790 0.05 0.10 0.54 -0.569
N 1.838 0.817 1.572 -0.54 0.03 -0.18 -0.620
H -0.644 -0.271 -1.264 -0.53 -0.14 0.35 0.238
H 0.302 0.938 -0.778 0.34 -0.38 -0.42 0.268
H -0.901 1.018 0.986 0.47 -0.12 0.22 0.222
H -0.938 -1.968 0.975 -0.50 -0.19 0.27 0.362
H -1.934 -0.889 2.048 0.26 -0.31 0.02 0.389
H -3.429 0.034 0.135 0.06 0.02 0.04 0.124
H 1.108 -1.175 1.717 -0.21 0.07 0.20 0.306
H 0.309 0.061 2.772 0.33 -0.29 0.14 0.369
H 2.390 0.959 2.408 0.05 -0.17 -0.21 0.214
H 2.405 0.457 0.820 0.35 0.19 0.01 0.239
H 1.230 0.786 -5.542 0.05 0.06 -0.66 0.313
H 1.264 0.429 -4.110 0.03 -0.16 0.54 0.315
O 0.892 1.082 -4.701 -0.09 0.09 0.16 -0.629
```
Positions in Å, forces in eV/Å.



This record from OMol25 describes a cluster of 2 separate species, C3H12N2OS in total at a distorted geometry. The level of theory is wB97M-V/def2-TZVPD.

Summary:
Max |F| (Eh/bohr): 0.037
Total charge: +1
Spin multiplicity: 2
LUMO level (alpha / beta) (eV): -3.0001 / -7.8950
HOMO energy (alpha / beta) (eV): -13.8 / -13.5

Geometry as XYZ:
```
19
Properties=species:S:1:pos:R:3:forces:R:3:mulliken_charge:R:1
C -1.271 -0.080 -0.880 -0.18 -0.30 -0.58 -0.754
C -1.183 -1.489 -0.346 1.02 -1.12 0.50 -0.610
S 0.591 -2.120 -0.238 -0.40 0.35 -0.26 0.037
N -0.677 0.879 -0.008 1.16 0.25 1.47 -0.071
C 0.635 1.428 -0.283 -0.43 0.28 -0.61 -0.782
N 1.616 0.428 -0.617 -0.65 -1.09 -0.78 -0.213
H -0.757 -0.058 -1.852 -0.13 0.03 -0.04 0.362
H -2.325 0.051 -1.141 0.04 0.61 0.34 0.448
H -1.788 -2.182 -0.927 0.40 -0.19 -0.26 0.440
H -1.427 -1.686 0.695 -0.71 0.69 0.15 0.405
H 0.932 -1.376 0.836 -0.09 -0.45 0.20 0.316
H -1.163 1.575 0.534 -0.90 -0.40 -0.26 0.207
H 0.478 2.086 -1.153 0.75 0.20 -0.10 0.402
H 0.996 2.005 0.562 -0.20 0.17 0.08 0.419
H 1.282 -0.189 -1.352 0.76 0.51 -0.24 0.278
H 2.626 0.563 -0.592 -0.41 0.18 0.12 0.233
H -0.087 -0.203 1.754 -0.17 0.69 0.01 0.170
H 1.152 0.451 2.416 -0.08 0.01 0.06 0.366
O 0.372 -0.085 2.593 0.23 -0.42 0.22 -0.653
```
Positions in Å, forces in eV/Å.



Relative energy (zero: lowest compared OMol25 entry of this formula, charge and spin)
In order: 2.392 7.770 1.087 0.044 0.448 0.575
Unit: eV
Calculated total energy
In order: -10370.93460 -12421.57965 -12428.26267 -19168.69639 -19168.29278 -19159.11698
Unit: eV